1.
10
Properties=species:S:1:pos:R:3 method="wB97M-V/def2-TZVPD" relative_energy_ev=2.0999 max_force_ev_per_a=0.8
N 0.9360 -0.9723 -0.0011
C -0.2645 -0.7817 -0.8110
C -0.9907 0.3238 -0.3293
C -0.2509 0.8492 0.7381
C 0.9077 0.0708 0.8710
H 0.9579 -0.5354 -1.1936
H -0.5972 -1.6063 -1.4373
H -1.9381 0.6928 -0.7153
H -0.5101 1.7202 1.3385
H 1.7498 0.2387 1.5400

2.
11
Properties=species:S:1:pos:R:3 method="wB97M-V/def2-TZVPD" relative_energy_ev=1.5458 max_force_ev_per_a=2.0 smiles="O=c1cc[nH]cn1"
O 2.3831 -1.1320 0.0999
C 1.2538 -0.7088 0.0400
C 0.9659 0.7353 -0.1068
C -0.2846 1.1247 -0.3277
N -1.3637 0.2613 -0.0180
C -1.0235 -1.1174 0.0313
N 0.1504 -1.6137 0.0189
H 1.7858 1.4365 -0.0963
H -0.6016 2.1297 -0.5946
H -1.3858 0.6809 0.9291
H -1.8798 -1.7966 0.0242

3.
21
Properties=species:S:1:pos:R:3 method="wB97M-V/def2-TZVPD" relative_energy_ev=0.0000 max_force_ev_per_a=1.2 charge=+1
C 0.5774 0.5760 1.1917
C -0.7604 1.2932 1.3238
C -1.1041 2.3200 0.2636
S -1.5030 1.5963 -1.3724
N 0.5559 -0.4297 0.0966
H 1.3763 1.2848 1.0459
H 0.7926 0.0876 2.1391
H -0.7574 1.7995 2.2985
H -1.5404 0.5677 1.5488
H -0.3364 3.0782 0.1205
H -1.9751 2.8846 0.5927
H -2.8376 1.5736 -1.3103
H 0.0427 -0.0896 -0.7214
H 1.5201 -0.6639 -0.2278
H 0.1079 -1.3021 0.4092
H 3.3732 -1.7804 -1.7066
H 1.9360 -1.6963 -2.2570
O 2.4687 -1.5383 -1.4691
H -1.3635 -2.9374 -0.8625
H -0.1403 -3.7677 -0.4902
O -0.4327 -2.8561 -0.6127

4.
43
Properties=species:S:1:pos:R:3 method="wB97M-V/def2-TZVPD" relative_energy_ev=1.7482 max_force_ev_per_a=2.8 charge=+1 smiles="C[N+](C)(NC=O)[C@H](c1ccccc1)N1CCCCC1"
C 0.4392 -0.9568 -2.5789
N 0.5635 0.2057 -1.6395
C 0.4672 1.4335 -2.4974
N 1.8426 0.0668 -0.9759
C 3.0042 0.1983 -1.6665
O 3.1571 -0.0132 -2.8705
C -0.4850 0.3071 -0.5750
C -0.1586 1.5429 0.2867
C 0.8248 1.5294 1.3053
C 1.1082 2.6816 2.0583
C 0.4264 3.8690 1.8153
C -0.5713 3.8840 0.8345
C -0.8902 2.7315 0.1067
N -0.6267 -0.9126 0.2191
C -1.4472 -2.0125 -0.3499
C -0.9959 -3.3372 0.2724
C -1.1278 -3.3140 1.7975
C -0.6444 -1.9865 2.4027
C -1.1023 -0.7671 1.6037
H -0.3425 -0.7227 -3.3196
H 1.4060 -1.0777 -3.0739
H 0.2124 -1.8647 -2.0090
H -0.5443 1.4194 -2.9198
H 0.6065 2.3332 -1.8935
H 1.2149 1.3804 -3.3051
H 1.9038 0.5138 -0.0680
H 3.8310 0.5290 -0.9936
H -1.3974 0.4672 -1.1636
H 1.3551 0.6109 1.6134
H 1.8474 2.6171 2.8598
H 0.6510 4.7629 2.4080
H -1.1211 4.8071 0.6492
H -1.7225 2.7349 -0.6005
H -1.4179 -2.0638 -1.4418
H -2.5048 -1.8662 -0.0650
H 0.0495 -3.5239 -0.0129
H -1.6030 -4.1604 -0.1331
H -2.1820 -3.4722 2.0686
H -0.5612 -4.1403 2.2399
H -0.9925 -1.8990 3.4418
H 0.4542 -1.9835 2.4296
H -0.7213 0.1232 2.1102
H -2.2052 -0.6745 1.6303

The calculation returns the following E values, one per record and in order: -210.0866; -339.5249; -725.9020; -825.1795 hartree.